(1)
This record from the Open Molecules 2025 dataset describes a 2-piece molecular cluster, C3H4N4O overall. The level of theory is the ωB97M-V functional and the def2-TZVPD basis.

Results
2S+1: 1
Relative energy (zero: lowest compared OMol25 entry of this formula, charge and spin) (kJ/mol): 598.68
E (Ha): -410.7753
LUMO (hartree): -0.007
Orbital gap (hartree): 0.345
HOMO level (hartree): -0.351

Geometry (Å):
C1 -0.6640 0.7064 -0.2742
C2 -1.6958 -0.2996 -0.5249
C3 0.3782 -0.1043 0.0667
N1 -1.2529 -1.5006 -0.2537
N2 3.0590 -0.8587 0.2033
N3 0.0684 -1.4172 -0.0120
N4 2.3539 0.2055 0.2187
O1 4.2310 -0.5749 0.0993
H1 -0.6454 1.8026 -0.2939
H2 -2.6830 0.0437 -0.8294
H3 0.3910 -2.3004 0.3189
H4 2.6934 1.1875 0.0267

***

(2)
This record from the Open Molecules 2025 dataset describes C23H26NNdO3 as an isolated structure. The level of theory is the ωB97M-V functional and the def2-TZVPD basis.

Results
2S+1: 4
E (Ha): -1733.9832
LUMO (alpha / beta) (hartree): 0.006 / 0.008
Orbital gap (alpha / beta) (hartree): 0.317 / 0.319
HOMO level (alpha / beta) (hartree): -0.312 / -0.312

Geometry (Å):
C1 2.4992 -0.0064 3.4115
C2 2.6200 -0.6244 2.1235
C3 2.5156 0.3897 1.1311
H1 2.7696 -1.6792 1.8903
C4 2.3503 1.6355 1.7854
C5 2.3394 1.4078 3.1993
H2 2.2896 2.5920 1.2559
C6 -1.3259 -1.9797 3.1528
C7 -0.1379 -2.4742 2.5359
C8 -0.2628 -2.2902 1.1179
H3 0.7556 -2.8677 3.0379
C9 -1.5266 -1.6940 0.8476
C10 -2.1736 -1.4815 2.1089
H4 2.6621 0.2683 0.0513
H5 2.1093 2.1652 3.9467
H6 2.3964 -0.5360 4.3670
H7 -3.1529 -1.0133 2.1857
H8 0.4115 -2.6501 0.3404
H9 -1.5034 -1.8339 4.2284
Nd1 0.0412 0.1394 2.5619
C11 -2.2331 -1.6324 -0.5027
C12 -3.6390 -2.2695 -0.3614
C13 -1.4739 -2.3843 -1.5886
H10 -3.5464 -3.3101 -0.0551
H11 -4.1650 -2.2563 -1.3167
H12 -4.2617 -1.7432 0.3666
H13 -1.3964 -3.4441 -1.3225
H14 -0.4683 -1.9710 -1.7549
H15 -2.0118 -2.3327 -2.5482
C14 -2.4382 -0.1257 -0.9773
C15 -1.2194 0.6456 -1.4741
H16 -2.9134 0.4170 -0.1360
H17 -3.1433 -0.1516 -1.8220
O1 -0.0959 0.5815 -0.9616
N1 -1.3587 1.4191 -2.5893
C16 -0.2821 2.4239 -2.7765
H18 -2.2761 1.5832 -3.0351
C17 1.1050 1.8386 -2.8742
C18 2.2100 2.4675 -2.2857
H19 2.0622 3.3863 -1.7006
C19 3.5019 1.9610 -2.4537
H20 4.3674 2.4799 -2.0112
C20 3.7124 0.8081 -3.2238
H21 4.7234 0.4177 -3.3736
C21 2.6059 0.1525 -3.7849
H22 2.7456 -0.7570 -4.3820
C22 1.3148 0.6716 -3.6154
H23 0.4586 0.1853 -4.0830
H24 -0.3094 3.0342 -1.8678
H25 -0.5225 3.0280 -3.6596
O2 -2.5198 2.6260 4.7928
C23 -1.7206 1.8795 4.2751
O3 -1.3302 1.8652 3.0020
H26 -1.1589 1.0392 4.8220

***

(3)
This record from the Open Molecules 2025 dataset describes C3HCdO3 as an isolated structure. The level of theory is the ωB97M-V functional and the def2-TZVPD basis.

Results
2S+1: 2
Relative energy (zero: lowest compared OMol25 entry of this formula, charge and spin) (kJ/mol): 0.00
E (Ha): -508.1325
LUMO (alpha / beta) (hartree): -0.031 / -0.082
Orbital gap (alpha / beta) (hartree): 0.279 / 0.220
HOMO level (alpha / beta) (hartree): -0.310 / -0.303

Geometry (Å):
C1 1.2999 -0.5023 -0.2160
C2 0.1856 -0.0007 -0.1669
O1 2.4338 -1.1460 -0.0888
H1 3.1588 -0.6835 -0.5290
O2 -0.8772 0.2871 1.6280
C3 -2.0289 0.6708 1.2435
O3 -2.5205 0.5985 0.1515
Cd1 -1.6515 0.7761 -2.0222

***

(4)
This record from the Open Molecules 2025 dataset describes a 2-piece molecular cluster, C3H4N2O overall. The level of theory is the ωB97M-V functional and the def2-TZVPD basis.

Results
2S+1: 1
Relative energy (zero: lowest compared OMol25 entry of this formula, charge and spin) (kJ/mol): 467.10
E (Ha): -301.3093
LUMO (hartree): 0.031
Orbital gap (hartree): 0.323
HOMO level (hartree): -0.292

Geometry (Å):
O1 -1.9883 -0.6617 -0.3736
C1 -0.9186 -0.4644 0.3898
C2 -0.3324 0.8483 0.3382
N1 0.8749 1.1722 0.0305
C3 1.5725 -0.9544 -0.4742
N2 0.5554 -1.5224 -0.4524
H1 -2.4241 -1.4696 -0.0651
H2 -1.0224 1.5555 0.8229
H3 1.0991 2.1158 0.3436
H4 2.5839 -0.6193 -0.5597